Record 1
The following is a quantum chemistry calculation of a 2-piece molecular cluster, C3H7O3 overall in a non-equilibrium geometry, from the OMol25 dataset.

Total charge: -1
Kohn-Sham gap in eV: 9.02
Energy in hartree: -344.27775
ΔE to the lowest compared entry with this formula, charge and spin in kJ/mol: 85.24
HOMO level in eV: -4.63

```
13
Properties=species:S:1:pos:R:3:forces:R:3
C -1.025 1.185 -0.603 -2.73 0.40 0.44
O -1.716 0.171 0.190 1.50 0.34 -0.04
C -0.350 0.543 -1.765 1.79 -0.67 -0.83
H -1.849 1.904 -0.927 0.74 -0.88 0.17
H -0.358 1.811 -0.014 0.32 -0.33 0.22
H -0.993 -0.513 0.440 -0.70 0.79 -0.50
H -0.919 -0.367 -2.079 0.48 0.74 0.18
H -0.189 1.209 -2.650 -0.32 -0.29 0.63
H 0.682 0.242 -1.405 -1.23 -0.01 -0.58
O 1.619 0.327 0.824 0.22 0.71 0.23
C 1.314 -0.831 1.081 -1.05 -2.08 -1.07
O 0.347 -1.530 0.558 1.40 1.01 1.34
H 1.997 -1.415 1.782 -0.44 0.27 -0.19
```
Forces are in eV/Å.

=====

Record 2
The following is a quantum chemistry calculation of one molecule with the formula C3H4OS2 in a non-equilibrium geometry, from the OMol25 dataset.

Kohn-Sham gap in eV: 8.27
Energy in hartree: -988.18657
ΔE to the lowest compared entry with this formula, charge and spin in kJ/mol: 382.36
HOMO level in eV: -8.29

```
10
Properties=species:S:1:pos:R:3:forces:R:3
C -1.374 -0.364 0.021 2.54 0.73 1.22
C -1.079 1.054 -0.219 -0.91 -0.55 -3.98
C 1.394 0.119 -0.101 0.58 -0.43 -0.96
O -0.325 1.705 0.406 0.31 1.75 2.20
S 0.382 -1.156 0.177 -0.07 0.36 -0.53
S 3.073 -0.124 -0.056 -1.47 -1.00 0.96
H -2.073 -0.883 -0.555 -0.71 -0.70 -1.18
H -1.580 -0.385 1.031 -1.10 -0.58 2.27
H -1.323 1.369 -1.264 -0.46 0.33 0.29
H 2.906 -1.337 0.559 1.28 0.08 -0.29
```
Forces are in eV/Å.